# C66H144F18N9O12P2S6

A molecular structure, C66H144F18N9O12P2S6 (ωB97M-V with the def2-TZVPD basis set, the OMol25 dataset).

Energy: -241266.5458 eV
HOMO energy: -0.426 Ha
LUMO level: -1.3 eV
Total charge: +1
Kohn-Sham gap: 10.33 eV
Multiplicity: 1
Max |F|: 3.8 eV/A

Atoms and positions in Å:
1 O -16.13698 11.63147 -12.32289
2 H -19.28266 5.48053 -21.03593
3 H -24.36409 15.58572 -22.10380
4 O -18.22223 10.83664 -23.67694
5 C -22.62755 13.33886 -23.25649
6 C -19.16148 8.52770 -10.03204
7 H -19.05538 9.40319 -8.13953
8 C -19.31897 13.67673 -17.05567
9 N -17.03623 10.21115 -14.01455
10 P -21.46786 5.26558 -18.79583
11 H -17.11224 9.17628 -12.16540
12 H -18.45446 10.00445 -20.33404
13 N -19.05878 6.54201 -22.84026
14 H -10.92393 8.75581 -17.21814
15 O -22.09159 11.95754 -20.50935
16 H -16.90443 5.48077 -12.25904
17 H -14.76053 8.96215 -15.76176
18 H -21.92080 11.57177 -17.85442
19 C -18.45413 7.15210 -12.58948
20 C -28.09086 8.75317 -16.98325
21 H -12.30110 12.32065 -13.60431
22 H -27.37405 9.08592 -16.27707
23 H -28.33353 7.23321 -18.38188
24 S -17.18824 11.59944 -13.27883
25 F -17.48016 10.57823 -16.31785
26 C -24.20972 13.01180 -16.20067
27 C -12.25156 10.03968 -15.37833
28 H -28.35431 9.53776 -17.67042
29 P -13.65894 6.91585 -20.51035
30 C -11.53242 10.31528 -18.55381
31 O -24.58606 13.31124 -19.76677
32 F -12.49602 7.99898 -20.68699
33 C -19.73280 8.73140 -8.59805
34 H -17.78150 6.96689 -13.41734
35 H -18.52702 13.40351 -16.42068
36 H -29.99509 9.13588 -16.02665
37 C -13.45088 7.20279 -15.98304
38 S -22.93548 10.86162 -20.83772
39 H -27.23798 6.77804 -17.02064
40 C -20.44765 6.82426 -23.29495
41 H -20.84782 14.94607 -24.10924
42 H -11.66494 9.27678 -14.92339
43 H -11.15428 9.90117 -19.48898
44 H -25.26131 13.28461 -24.92171
45 O -26.13892 11.46096 -19.55271
46 H -20.76839 5.96211 -23.83444
47 C -25.86660 4.38817 -19.94474
48 C -25.22957 12.69466 -15.13752
49 H -26.33219 11.60873 -26.22978
50 H -25.16072 13.32066 -14.24877
51 H -10.84162 10.99034 -18.04895
52 F -19.88584 5.69589 -18.62460
53 O -17.41880 8.31134 -15.51930
54 H -19.77584 14.94616 -27.06737
55 H -23.09816 13.56269 -18.29130
56 H -27.68367 6.09971 -20.89494
57 F -14.49272 7.80999 -19.45167
58 H -20.38642 9.54003 -18.76992
59 H -22.47379 12.48490 -15.02126
60 H -21.22749 4.14075 -13.76483
61 C -27.55771 7.53892 -17.72358
62 N -26.12464 6.91479 -19.73290
63 H -17.67718 8.54725 -19.82260
64 H -24.56029 8.25812 -19.90692
65 C -23.29890 13.15294 -25.58976
66 H -25.61457 2.21724 -19.64042
67 H -17.41381 7.49207 -9.35093
68 C -19.47215 8.12529 -20.87329
69 H -18.60268 5.77103 -24.82303
70 C -21.40347 14.58594 -25.00916
71 H -16.41154 6.18090 -17.01435
72 C -11.80546 9.18509 -17.70494
73 H -13.79491 9.69565 -13.97341
74 F -21.84351 6.81019 -18.67448
75 C -16.62001 6.02466 -11.44531
76 C -16.53275 8.46336 -11.61168
77 F -14.47661 7.56479 -21.76150
78 C -17.39628 4.91951 -22.18505
79 C -19.37415 9.11844 -18.65152
80 H -19.93671 12.64049 -18.96403
81 F -18.62383 12.44284 -25.28494
82 H -14.74240 6.51075 -10.62537
83 H -22.52258 12.41412 -25.74929
84 H -23.30819 13.65257 -26.58215
85 H -21.50630 14.80232 -21.97689
86 H -14.59939 5.75629 -12.13097
87 O -19.33388 9.80644 -15.03998
88 H -24.91271 3.31267 -18.49599
89 H -22.70734 14.21099 -15.15019
90 N -19.40586 13.00362 -22.94364
91 C -22.81802 13.30648 -15.66102
92 H -26.47325 8.90123 -19.10587
93 H -22.85247 7.99820 -23.84083
94 H -20.12217 8.19060 -24.97282
95 C -19.82003 12.42619 -17.84793
96 H -21.74840 12.64726 -23.32521
97 H -20.36526 8.71212 -21.16247
98 N -24.41044 11.30288 -21.27952
99 H -16.09091 6.30752 -23.37103
100 C -20.48001 14.10412 -16.19111
101 H -18.88072 8.10363 -12.68316
102 H -16.38438 8.91845 -10.56268
103 H -12.38865 8.44991 -18.18029
104 H -15.57206 7.73377 -13.38108
105 N -22.78382 14.07953 -24.53240
106 H -13.41425 10.12699 -19.44011
107 H -25.44229 12.67081 -27.34584
108 H -23.14617 17.23969 -18.60783
109 H -24.95596 4.54977 -20.46157
110 H -23.14855 15.53568 -16.74655
111 C -23.70999 15.18695 -24.13760
112 H -29.04572 8.12906 -15.15665
113 C -27.26560 7.13735 -20.77360
114 N -21.71481 13.39595 -16.74554
115 C -12.78725 11.37283 -13.29695
116 H -24.89323 10.58017 -28.16827
117 F -23.13813 4.96407 -18.91582
118 H -17.59072 7.62034 -21.70929
119 H -24.83760 6.26018 -22.25584
120 H -24.11714 15.78965 -19.03502
121 C -25.33965 11.94540 -26.54229
122 H -20.76449 13.71035 -25.36509
123 C -21.46360 5.18079 -14.14356
124 H -25.43958 11.09055 -13.72771
125 F -18.53737 12.49558 -20.72161
126 H -23.44507 10.97526 -27.10973
127 H -17.85891 7.33221 -24.45398
128 H -15.18461 6.58928 -14.90697
129 H -19.43304 5.81809 -14.66727
130 H -14.34139 8.28661 -17.43813
131 H -23.61523 16.03179 -24.83650
132 O -22.54535 9.85805 -21.75953
133 F -21.40903 5.22909 -20.35993
134 C -18.09074 6.28401 -24.05346
135 C -24.53762 10.77880 -27.14915
136 S -18.18370 13.42255 -21.97816
137 H -13.65383 11.70744 -12.61605
138 S -19.24047 11.78758 -23.92824
139 C -13.98253 8.51466 -16.45732
140 H -18.55761 8.59642 -22.73103
141 O -16.85273 13.04936 -22.30965
142 C -26.56191 7.66714 -22.01808
143 N -12.86738 9.54348 -16.61981
144 F -14.94657 5.87742 -20.40597
145 H -19.96901 8.44124 -10.70606
146 H -20.36498 8.99864 -23.47133
147 H -14.92422 5.90209 -17.88319
148 H -23.04251 16.53542 -22.56004
149 F -12.94148 5.85297 -21.45315
150 H -24.59698 11.68874 -24.53530
151 H -16.72131 5.41220 -10.56488
152 H -24.12997 12.18056 -16.85765
153 H -26.99529 7.33030 -23.00170
154 C -21.18965 12.05489 -17.14526
155 C -25.13793 11.22183 -14.76171
156 H -18.96637 14.42816 -17.72464
157 H -20.27366 6.08194 -11.82425
158 C -15.18363 6.49361 -11.59110
159 H -19.73515 7.77494 -8.09129
160 C -18.62516 7.73962 -22.07524
161 H -20.55688 7.08479 -14.20701
162 H -21.09680 6.86894 -22.42893
163 H -24.07611 10.76829 -14.74546
164 H -13.19983 11.65814 -16.81683
165 H -12.78890 6.88577 -16.83811
166 H -21.60380 16.13897 -17.39499
167 H -22.22701 5.59691 -13.41345
168 H -18.61152 9.41746 -10.34334
169 H -14.18647 11.12518 -14.92755
170 H -22.27244 9.15881 -24.99875
171 H -26.70629 8.75786 -22.01815
172 H -16.81532 5.20946 -21.33510
173 H -16.53939 4.79802 -24.18841
174 C -24.63411 12.51991 -25.28282
175 C -18.93814 5.28930 -22.02727
176 H -23.59944 12.87716 -23.18643
177 H -26.27691 12.82918 -15.50197
178 H -14.11757 5.22769 -15.34003
179 H -22.54837 16.05247 -19.75534
180 C -26.08215 5.55308 -19.04273
181 H -24.73910 14.77168 -24.28779
182 H -21.85934 16.63533 -25.60410
183 H -24.78520 9.87981 -26.53107
184 H -21.83377 5.07564 -15.19697
185 C -25.83796 3.12146 -19.07096
186 C -23.43501 15.55880 -22.67097
187 C -19.53931 6.04327 -12.62408
188 H -20.65842 9.18828 -8.56879
189 H -26.56469 4.21437 -20.72760
190 H -25.75916 10.57216 -15.39579
191 F -21.68889 5.10268 -17.18029
192 H -24.33849 8.00130 -22.29885
193 F -26.19349 12.83903 -21.56822
194 H -25.19976 5.73534 -18.33793
195 H -19.34514 15.98254 -25.79118
196 H -20.70128 15.24485 -16.22901
197 H -12.92382 7.26807 -15.04459
198 H -12.98566 11.79673 -19.27056
199 C -20.24366 6.07425 -14.01084
200 H -19.46466 4.51207 -22.51107
201 H -19.10928 4.98635 -12.57607
202 F -16.61003 12.56534 -14.52436
203 H -18.88819 9.75238 -17.88069
204 H -22.97906 14.06140 -21.31277
205 H -20.32496 13.94079 -15.12590
206 C -22.11557 8.14611 -24.57026
207 C -13.36823 10.54554 -14.43133
208 F -23.20966 10.17547 -19.43080
209 C -21.43642 15.69082 -26.06689
210 C -15.43454 5.71269 -16.93501
211 H -19.52504 8.11043 -18.24501
212 S -17.93048 9.58966 -15.16153
213 O -18.55463 12.03637 -13.00571
214 H -14.42787 8.46731 -12.03316
215 C -14.57402 6.18267 -15.72278
216 H -24.56272 13.80797 -16.88034
217 H -20.00701 16.73924 -27.30364
218 O -18.54151 14.71003 -21.52791
219 H -22.24583 7.48207 -25.41640
220 C -13.51045 10.84978 -17.38359
221 C -20.67707 8.09320 -24.05033
222 H -15.60918 4.64118 -16.74101
223 H -25.38717 8.03368 -18.05740
224 H -21.53499 13.91427 -18.72208
225 C -15.32193 7.90484 -12.26474
226 H -22.15826 15.45365 -26.81807
227 C -20.03728 15.91808 -26.61333
228 S -25.31249 12.24040 -20.38268
229 N -17.48617 7.24251 -11.39764
230 C -23.12897 16.20543 -18.83447
231 F -12.87404 6.27847 -19.23625
232 C -22.48578 15.54204 -17.66828
233 C -12.91381 10.81610 -18.80548
234 C -26.35030 7.93450 -18.57634
235 H -18.64135 6.38461 -9.89606
236 H -17.35072 3.89805 -22.30502
237 F -21.07746 3.67499 -18.90861
238 C -29.27296 8.34083 -16.19261
239 H -14.62781 10.74221 -17.26146
240 H -19.82071 7.24069 -20.31558
241 H -19.09636 11.62536 -17.75123
242 C -25.05096 7.30020 -21.86664
243 H -26.97709 5.43187 -18.43618
244 C -24.77517 7.31810 -20.32666
245 H -26.69646 3.04946 -18.33483
246 H -29.81353 7.51085 -16.68114
247 C -18.63453 9.01752 -19.92053
248 C -22.51734 14.44356 -22.20743
249 C -16.85335 5.57118 -23.49545
250 C -18.22286 7.37637 -10.07897
251 O -20.54893 11.37680 -24.23892
252 C -22.21538 14.11539 -17.92451
253 H -21.13076 11.51280 -16.20394
254 H -24.07565 6.59765 -20.00388
255 H -28.12492 7.73190 -20.41118
256 H -12.02495 10.86695 -12.67012
257 H -11.59982 10.85942 -15.64802

Cartesian forces, eV/Å:
-0.354 0.519 0.641
-0.075 -0.170 0.507
-0.132 -0.262 -0.078
0.072 -0.847 0.708
1.103 0.294 0.436
-0.174 0.823 0.935
0.683 0.460 1.055
-1.126 -0.972 -0.654
-0.370 -0.611 0.265
-0.482 -1.863 2.299
0.203 0.163 -0.328
0.001 0.147 -0.396
0.330 0.078 -1.180
-0.298 -0.132 0.012
0.671 -0.145 0.215
-0.825 -1.546 -2.131
0.817 -0.504 -1.098
0.764 0.430 0.851
0.412 -1.704 0.390
0.018 -0.698 -0.196
-0.281 -0.485 -0.223
1.039 0.760 0.341
-0.721 -0.805 -0.404
-0.890 0.221 -2.413
-0.049 -0.183 -0.508
0.058 1.550 -0.687
-1.767 0.933 0.232
0.153 0.417 -0.390
-1.691 -1.627 -0.830
0.491 0.595 -1.080
-0.672 0.599 -0.271
0.033 0.384 0.169
2.269 -1.146 -1.268
-0.030 0.267 -0.418
1.169 -0.369 0.742
-0.187 0.316 -0.505
0.185 -0.963 -0.809
-2.253 1.237 -0.834
-0.425 -0.219 0.111
-0.305 -0.225 0.380
-0.623 -0.244 -0.562
0.397 -0.723 0.393
0.573 0.314 0.063
-1.036 0.599 0.695
-1.717 -0.363 0.798
-0.205 -0.679 -0.691
-0.326 -0.923 0.494
-0.974 -0.692 -0.041
0.070 0.079 -0.232
0.283 0.137 -0.023
0.002 0.363 -0.428
-0.944 -0.668 -0.216
-0.004 -0.038 0.153
0.218 0.612 -0.449
0.236 0.506 0.417
0.384 0.983 -0.240
0.195 1.296 0.143
0.216 -0.073 -0.231
-0.141 0.269 0.080
-0.238 0.941 -0.450
1.733 1.674 0.037
-1.057 1.515 1.716
0.722 -0.261 0.459
0.445 1.237 -0.008
0.230 -0.197 -1.138
-0.584 0.055 0.073
-0.147 0.070 0.123
-0.276 0.383 0.033
-0.854 -0.776 -0.494
1.083 -0.123 0.552
-0.059 0.270 0.185
-0.412 -2.262 3.020
-0.855 -1.001 0.357
-0.135 0.648 -0.567
1.212 1.019 1.818
-1.241 0.143 2.485
0.529 0.470 0.128
-0.949 2.082 -0.015
-0.671 0.174 2.102
-0.060 -0.382 1.693
-0.962 0.166 0.466
0.525 0.582 0.954
0.221 -0.264 0.478
-0.349 0.257 0.764
-0.127 -0.414 -0.250
0.041 0.113 -0.469
-0.127 -0.209 0.032
-0.446 -0.574 0.316
-0.318 1.376 1.022
1.328 -0.362 -0.298
0.848 -1.586 -1.070
-0.230 -0.387 0.373
-1.041 -0.367 1.093
0.804 -0.322 -0.152
-0.665 0.132 -0.276
-1.278 0.571 0.197
0.264 -0.431 -0.025
0.630 -0.190 0.014
0.736 0.129 0.478
-0.865 2.769 -0.006
-0.750 1.365 -0.248
0.168 -0.839 -1.571
0.123 -1.214 -1.321
0.878 0.685 1.650
1.535 0.472 -1.073
-0.629 -0.670 -0.455
-0.193 0.542 0.262
-0.464 1.148 -0.189
1.263 -0.283 -0.309
0.468 0.604 -1.036
-1.474 0.725 -1.019
0.369 -0.836 0.139
0.229 -2.513 0.025
-0.175 -0.009 1.517
-0.729 1.433 1.500
0.403 -0.011 0.205
0.912 -0.269 -0.152
-0.286 -0.562 -0.299
-0.280 1.127 0.328
-0.096 0.254 0.053
0.988 -0.258 0.101
-1.331 0.873 0.380
-0.367 -0.983 1.086
-0.415 -0.186 0.128
0.244 -0.065 -0.076
-0.702 -0.289 -0.287
-0.272 -1.503 0.474
-0.133 -0.184 -0.203
0.045 -0.088 -0.975
-0.699 0.598 -0.621
0.021 -0.450 0.232
0.559 -0.486 0.277
0.057 1.382 -1.673
0.510 3.085 0.791
-0.590 -0.595 0.862
-1.070 -1.022 0.007
1.362 -0.609 -0.867
2.256 1.148 0.013
0.076 0.795 1.392
-0.041 -0.028 -0.487
-0.375 0.273 -0.225
0.289 0.609 -0.757
-0.352 2.423 -2.295
0.661 -0.448 0.587
-0.868 -0.433 -0.967
-0.813 -0.817 -0.292
0.001 -0.449 0.164
0.749 0.943 -0.120
0.371 0.247 -0.331
0.217 0.754 -0.431
-0.387 -0.079 0.372
0.026 -1.049 -0.607
0.349 0.004 1.175
0.155 0.073 -1.628
1.414 -1.219 0.820
0.104 0.673 -0.452
-0.030 0.382 0.274
-0.576 0.426 -0.804
-0.211 -0.058 0.369
1.370 0.698 0.970
0.052 0.615 -0.338
0.121 -0.154 0.517
-1.377 0.892 -0.365
0.720 1.683 0.896
-0.343 -0.324 1.199
-0.173 -0.374 -0.226
0.433 -0.575 -1.121
-0.104 0.155 0.078
0.791 -0.560 0.211
0.001 -0.439 0.356
0.376 -0.164 -0.041
0.276 0.161 0.463
0.199 0.067 -0.095
-0.257 -1.399 -0.808
2.822 0.680 -0.750
0.062 -0.687 0.646
0.882 0.246 -0.008
-0.092 1.102 -0.076
0.044 0.084 0.264
0.878 1.247 0.442
0.986 0.622 0.402
0.691 -0.856 -0.359
0.614 0.445 -0.552
0.276 0.394 1.297
1.243 0.848 1.007
-0.639 -0.787 -0.950
0.449 -1.401 -0.119
-2.036 0.686 -0.183
-1.247 0.486 -0.558
0.265 0.294 0.109
0.674 0.036 -0.771
-0.332 0.022 -0.392
0.224 -0.034 0.877
-1.119 -0.868 -0.836
0.391 0.634 0.269
0.513 -2.182 0.060
0.654 0.223 0.253
0.066 0.125 0.073
0.459 0.204 0.778
-1.091 -0.596 -0.433
-0.152 1.360 0.243
-0.930 -0.477 1.550
-0.142 -0.663 -0.614
0.462 -0.277 0.528
-0.283 -0.797 -0.059
1.026 1.623 -1.094
1.094 0.937 -0.102
0.197 -0.409 0.111
-0.772 1.186 1.616
0.235 0.014 0.668
0.058 0.277 0.194
0.429 1.446 0.329
2.384 -0.353 -0.327
0.061 0.423 -0.581
0.187 -0.963 -0.279
0.161 0.000 0.557
0.304 0.256 -0.244
0.332 1.310 0.473
-0.090 -0.471 0.033
-1.646 -3.000 -0.479
0.102 1.188 -0.510
-0.001 0.363 -0.678
-0.393 -0.364 0.225
0.820 0.331 -0.543
-0.101 -1.988 -0.934
-0.276 -0.280 -0.895
-0.646 -1.858 0.176
2.156 -0.589 -1.072
-0.568 0.253 -0.153
-0.310 -0.682 -0.882
-0.153 -0.123 0.116
-0.551 0.393 1.699
-0.753 1.463 1.272
-0.058 0.007 -1.122
-0.463 0.233 0.020
0.213 -2.345 0.070
-0.327 0.717 0.881
-1.921 -0.097 0.743
1.221 0.131 -0.448
0.216 0.427 -0.170
-0.183 -0.027 -0.068
0.157 -0.733 0.886
-0.027 0.064 -0.301
-2.324 -1.220 -2.064
0.833 -0.121 -1.167
0.123 0.227 0.482
-0.544 -0.314 -1.375
-0.102 -0.292 0.856
-2.019 -0.093 0.275
1.160 -1.044 -0.310
-1.628 -0.858 -1.254
-0.350 -1.145 -0.946
0.531 -0.398 -0.249
0.960 -0.681 0.276
0.960 0.040 0.105
-0.527 -0.091 -0.397
0.273 0.161 -0.135